No. 1
# C29H23MnN5O3S2

C29H23MnN5O3S2 as an isolated structure (ωB97M-V with the def2-TZVPD basis set, the Open Molecules 2025 dataset).

Atoms and positions in Å:
Mn 0.0266 -0.7248 -0.0440
O -2.2548 2.9173 -1.0181
C -3.0332 2.8869 0.0807
C -4.0551 3.8311 0.1647
C -4.8878 3.8678 1.2626
C -4.7190 2.9665 2.3128
C -3.7149 2.0287 2.2428
C -2.8612 1.9638 1.1334
C -1.8375 0.9217 1.0791
O -1.1717 0.7301 -0.0451
N -1.5903 0.1844 2.1215
N -0.6444 -0.7715 1.8330
C -0.2325 -1.5192 2.8040
C 0.7514 -2.5468 2.6841
C 1.0723 -3.3401 3.7973
C 1.9999 -4.3480 3.7057
C 2.6391 -4.5847 2.4863
C 2.3579 -3.8133 1.3795
C 1.4153 -2.7813 1.4534
O 1.1642 -2.0440 0.3904
H -1.6920 2.1274 -1.0126
H -4.1749 4.5244 -0.6574
H -5.6805 4.6032 1.3032
H -5.3695 3.0053 3.1756
H -3.5570 1.3219 3.0463
H -0.6836 -1.3441 3.7767
H 0.5714 -3.1523 4.7399
H 2.2419 -4.9545 4.5671
H 3.3620 -5.3860 2.4075
H 2.8578 -3.9864 0.4350
C -3.9650 -1.6202 0.6737
C -3.3701 -1.8748 -0.6675
N -2.1213 -1.7781 -1.0180
C -1.9333 -2.1278 -2.3372
C -3.0639 -2.4708 -3.0064
S -4.4084 -2.3851 -1.9602
C -0.5781 -2.1518 -2.8674
C -0.1616 -2.8414 -3.9609
S 1.5254 -2.6623 -4.1576
C 1.5930 -1.6706 -2.7546
N 0.4253 -1.4851 -2.1964
C 2.8973 -1.1316 -2.2808
H -3.1959 -1.5238 1.4327
H -4.6358 -2.4371 0.9389
H -4.5503 -0.6986 0.6593
H -3.1753 -2.7587 -4.0388
H -0.7349 -3.4671 -4.6239
H 3.7006 -1.4438 -2.9448
H 3.1046 -1.4965 -1.2741
H 2.8761 -0.0450 -2.2450
N 1.5667 0.8860 -0.2649
C 2.3105 1.7373 -0.4593
C 3.2488 2.7657 -0.7414
C 4.2153 3.1346 0.1966
C 5.1420 4.1051 -0.1334
C 5.1109 4.7069 -1.3849
C 4.1442 4.3431 -2.3137
C 3.2096 3.3753 -2.0004
H 4.2303 2.6623 1.1697
H 5.8919 4.3969 0.5891
H 5.8395 5.4654 -1.6368
H 4.1160 4.8187 -3.2846
H 2.4461 3.0898 -2.7122

Values from the calculation:
E_tot, hartree: -3565.6812
Charge: +1
Spin multiplicity: 5
⟨S²⟩: 6.057

***

No. 2
# C6H11Br

A 2-piece molecular cluster, C6H11Br overall in a non-equilibrium geometry (ωB97M-V with the def2-TZVPD basis set, the Open Molecules 2025 dataset).

Atoms and positions in Å:
C -0.0648 1.2860 -0.3243
C 0.0803 -0.2831 -0.4657
C 0.3009 0.4700 0.8463
C 1.2582 -0.8632 -1.2852
C 1.3933 0.4876 1.8465
C -1.7238 0.3015 1.8973
Br -2.6761 1.9736 1.7962
H 0.6977 1.7884 -0.8860
H -1.0502 1.8384 -0.3779
H -0.7865 -0.8727 -0.3916
H 1.8441 -1.5291 -0.6624
H 1.9706 -0.1491 -1.7152
H 0.7708 -1.5046 -2.1849
H 1.2390 1.3343 2.6201
H 2.3241 0.4445 1.2962
H 1.4021 -0.4433 2.3739
H -1.5614 -0.0008 3.0398
H -2.1601 -0.4586 1.2129

Values from the calculation:
Relative energy (zero: lowest compared OMol25 entry of this formula, charge and spin), kcal per mole: 80.2
Charge: 0

***

No. 3
# C2H5FS2

A 2-piece molecular cluster, C2H5FS2 overall in a non-equilibrium geometry (ωB97M-V with the def2-TZVPD basis set, the Open Molecules 2025 dataset).

Atoms and positions in Å:
C 2.2344 0.3805 1.0239
C 1.5498 -0.1420 0.0777
F 0.8198 0.6431 -0.8072
S -2.7398 -0.6578 0.1287
S -2.5997 0.8146 -1.1869
H -3.8001 0.6215 -1.7711
H 2.6065 -0.2384 1.9132
H 2.2995 1.3702 1.1593
H 1.4747 -1.1876 -0.1775
H -1.8451 -1.6040 -0.3601

Values from the calculation:
Relative energy (zero: lowest compared OMol25 entry of this formula, charge and spin), kcal per mole: 60.4
Charge: 0
Spin multiplicity: 3
⟨S²⟩: 2.005

***

No. 4
# C3H3Br

One molecule with the formula C3H3Br in a non-equilibrium geometry (ωB97M-V with the def2-TZVPD basis set, the Open Molecules 2025 dataset).

Atoms and positions in Å:
C -0.6288 0.5119 -0.4863
C -0.4312 -0.6639 0.0350
C 0.7465 0.3356 0.1752
Br -1.0494 -2.2157 0.8750
H -1.2186 1.0761 -1.1952
H 1.4813 0.1347 -0.4582
H 1.1001 0.8213 1.0546

Values from the calculation:
Relative energy (zero: lowest compared OMol25 entry of this formula, charge and spin), kcal per mole: 27.9
Charge: 0
SMILES: BrC1=CC1

***

No. 5
# C5H7NO

One molecule with the formula C5H7NO in a non-equilibrium geometry (ωB97M-V with the def2-TZVPD basis set, the Open Molecules 2025 dataset).

Atoms and positions in Å:
C -0.0339 -1.8073 -1.0027
C 0.3342 -0.8109 0.0268
C 1.3499 0.0448 -0.1341
O 1.1038 1.2048 0.5086
C -0.3316 1.0434 0.9230
N -0.8097 2.3244 0.9038
C -0.6369 -0.2653 0.9715
H -0.2105 -2.7957 -0.5896
H 0.7570 -1.8280 -1.7567
H -0.9504 -1.4682 -1.5110
H 2.2122 -0.0740 -0.7743
H 0.0543 2.7730 0.6204
H -1.5422 2.5520 0.2379
H -1.3084 -0.8741 1.5770

Values from the calculation:
Relative energy (zero: lowest compared OMol25 entry of this formula, charge and spin), kcal per mole: 61.5
Charge: 0
SMILES: Cc1coc(N)c1

***

No. 6
# C3H5NO2

A 2-piece molecular cluster, C3H5NO2 overall in a non-equilibrium geometry (ωB97M-V with the def2-TZVPD basis set, the Open Molecules 2025 dataset).

Atoms and positions in Å:
C -1.2274 0.2216 -0.2610
C 0.0097 0.6528 0.3211
C 0.1196 -0.1238 -0.7098
N 3.2281 -0.4018 1.8374
O 3.5380 0.5342 1.1476
O 2.5181 -0.4447 2.8218
H -1.6527 -0.6215 0.1923
H -1.9360 0.8710 -0.7890
H 0.2527 1.2980 1.1337
H 3.6320 -1.3105 1.5289
H 0.4003 -0.5205 -1.6434

Values from the calculation:
Relative energy (zero: lowest compared OMol25 entry of this formula, charge and spin), kcal per mole: 163.5
Charge: 0
SMILES: O=[NH+][O-].C1=CC1

***

No. 7
# C8H19BN2

One molecule with the formula C8H19BN2 in a non-equilibrium geometry (ωB97M-V with the def2-TZVPD basis set, the Open Molecules 2025 dataset).

Atoms and positions in Å:
B -0.1450 -0.1368 -0.1303
N 0.1117 -0.7824 -1.4499
N -0.8421 -0.9305 0.8056
C -0.6979 -0.1125 -2.4533
C -1.5204 -0.5412 1.9721
C 0.3313 2.2995 -0.3649
C 0.9760 1.3866 1.7536
C 2.2227 0.5548 -0.1019
C -0.3043 -2.1128 -1.1351
C -1.2004 -2.2200 0.0995
C 0.8270 1.0281 0.3356
H -0.0932 0.7203 -2.8863
H -1.6320 0.1648 -2.1708
H -0.8351 -0.8099 -3.3099
H -1.6950 0.4817 2.1138
H -0.8077 -0.7411 2.8045
H -2.4770 -1.0572 2.1325
H 0.3430 2.0263 -1.4320
H -0.7147 2.4947 -0.1589
H 0.8954 3.2182 -0.1773
H 1.5093 2.3097 2.0117
H 1.4790 0.5637 2.3026
H 0.0489 1.6133 2.2504
H 2.3672 -0.4287 0.4392
H 3.0118 1.3530 0.0929
H 2.2436 0.2447 -1.1454
H -0.7010 -2.5505 -2.0059
H 0.5965 -2.7155 -0.8107
H -2.3061 -2.2350 -0.0920
H -0.9915 -3.0851 0.7109

Values from the calculation:
Relative energy (zero: lowest compared OMol25 entry of this formula, charge and spin), kcal per mole: 13.5
Charge: 0
SMILES: CN1CCN(C)B1C(C)(C)C

***

No. 8
# C8H18IN

A 3-piece molecular cluster, C8H18IN overall in a non-equilibrium geometry (ωB97M-V with the def2-TZVPD basis set, the Open Molecules 2025 dataset).

Atoms and positions in Å:
C -0.2324 -1.7832 0.4355
C -0.7862 -0.5756 -1.5860
C -2.7162 -1.6364 -0.4371
C -0.9669 1.5280 1.0563
C 0.9847 2.0778 2.5739
C 2.6997 0.9062 0.4579
C -1.1976 -1.4180 -0.4218
C 0.5275 1.4844 1.2826
N 1.2723 1.0931 0.3441
I -0.2381 -4.7296 -2.8226
H -0.3517 -2.4152 1.4026
H 1.2949 -4.8497 -2.6229
H 0.6800 -1.3366 0.2397
H -1.3010 0.3070 -1.7785
H 0.3567 -0.6014 -1.5781
H -0.9903 -1.2334 -2.5160
H -3.0077 -2.2182 -1.3231
H -2.9517 -2.3800 0.3471
H -3.2921 -0.7759 -0.3616
H -1.2046 0.5132 1.3408
H -1.0653 1.6008 -0.0316
H -1.3341 2.2565 1.6700
H 1.9793 1.5263 2.9137
H 1.0740 3.1409 2.6077
H 0.2649 1.8585 3.2717
H 2.9169 0.3167 -0.4880
H 3.3101 1.8215 0.3702
H 2.8237 0.4061 1.3956

Values from the calculation:
Relative energy (zero: lowest compared OMol25 entry of this formula, charge and spin), kcal per mole: 44.0
Charge: 0
SMILES: CN=C(C)C.C=C(C)C.I